[1]
20
Properties=species:S:1:pos:R:3 method="wB97M-V/def2-TZVPD" orbital_gap_ha="0.2814 / 0.2814" total_charge=0
C -1.871 1.063 1.193
C -1.684 2.039 3.131
C -0.516 1.324 1.123
C -0.043 0.676 -1.177
C 0.423 -0.385 -1.924
C 0.428 0.967 0.111
C 1.085 -2.684 -1.471
N -2.495 1.477 2.310
N 1.863 -0.875 -0.204
N 1.233 -1.254 -1.288
S -0.033 2.124 2.595
H -2.437 0.558 0.431
H -1.973 2.436 4.084
H -0.986 1.105 -1.489
H 0.011 -0.658 -2.881
H 1.429 1.265 0.350
H 0.754 -3.118 -0.527
H 0.360 -2.896 -2.252
H 2.049 -3.124 -1.728
H 2.403 -0.039 -0.386

[2]
98
Properties=species:S:1:pos:R:3 method="wB97M-V/def2-TZVPD" multiplicity=2 orbital_gap_ha="0.2639 / 0.1623" total_charge=+2
Ir -0.012 -0.060 -0.103
C 2.932 1.718 2.714
N 1.931 1.209 1.767
P 0.354 0.702 2.209
C -0.563 2.178 2.667
C -0.065 3.463 2.479
C -0.829 4.561 2.849
C -2.093 4.376 3.392
C -2.594 3.094 3.581
C -1.832 1.995 3.217
C 0.574 -0.170 3.763
C 0.709 0.548 4.954
C 0.860 -0.135 6.150
C 0.848 -1.523 6.171
C 0.702 -2.240 4.992
C 0.561 -1.563 3.791
P 2.364 0.238 0.456
C 3.467 -1.034 1.125
C 4.831 -0.790 1.307
C 5.648 -1.764 1.858
C 5.116 -2.991 2.234
C 3.763 -3.242 2.059
C 2.945 -2.269 1.506
C 3.420 1.180 -0.659
C 3.358 2.571 -0.677
C 4.160 3.293 -1.549
C 5.006 2.627 -2.424
C 5.050 1.238 -2.431
C 4.260 0.513 -1.553
H 2.516 2.545 3.287
H 3.788 2.093 2.154
H 3.268 0.942 3.404
H 0.917 3.608 2.045
H -0.436 5.560 2.718
H -2.689 5.235 3.670
H -3.575 2.951 4.013
H -2.225 0.995 3.366
H 0.688 1.630 4.953
H 0.972 0.421 7.072
H 0.931 -2.047 7.114
H 0.681 -3.322 5.013
H 0.421 -2.117 2.872
H 5.262 0.158 1.013
H 6.704 -1.569 1.986
H 5.758 -3.750 2.660
H 3.351 -4.201 2.347
H 1.895 -2.467 1.362
H 2.688 3.088 -0.001
H 4.134 4.375 -1.538
H 5.635 3.190 -3.101
H 5.711 0.720 -3.113
H 4.319 -0.570 -1.547
O -1.420 3.664 -1.308
S -0.101 3.154 -1.026
N 0.033 1.858 -0.321
C -0.732 -5.336 -0.872
N -0.278 -4.514 0.259
C 0.170 -5.197 1.478
C -0.180 -3.229 0.149
N -0.096 -2.077 0.086
H 0.062 -6.024 -1.158
H -0.986 -4.694 -1.709
H -1.613 -5.902 -0.572
H 1.033 -5.822 1.252
H -0.638 -5.823 1.854
H 0.438 -4.463 2.235
N 1.020 -0.575 -7.151
C -0.077 -0.741 -6.381
O -1.148 -1.140 -6.774
C 0.081 -0.416 -4.913
C -0.913 0.327 -4.292
C -0.856 0.525 -2.931
N 0.131 0.004 -2.174
C 1.103 -0.695 -2.779
C 1.119 -0.916 -4.141
H 0.939 -0.760 -8.139
H 1.861 -0.149 -6.808
H -1.740 0.724 -4.865
H -1.621 1.091 -2.420
H 1.884 -1.086 -2.143
H 1.917 -1.502 -4.577
C -4.383 -3.008 -2.451
C -2.982 -2.971 -2.595
C -2.232 -2.051 -1.917
C -2.825 -1.084 -1.054
C -2.092 -0.081 -0.311
C -2.815 0.858 0.385
C -4.220 0.825 0.481
C -4.919 -0.143 -0.169
C -4.242 -1.110 -0.951
C -4.990 -2.099 -1.640
H -4.965 -3.745 -2.988
H -2.500 -3.675 -3.264
H -1.163 -2.047 -2.067
H -2.308 1.680 0.866
H -4.730 1.581 1.066
H -6.002 -0.162 -0.139
H -6.065 -2.115 -1.506

Going through the records in order, we get calculated total energy values of -834.467819; -3365.680988 a.u..